ORCA calculation (ωB97M-V/def2-TZVPD) on 5 unconnected molecules or ions with the total composition C32H54F3NO11S2 in a non-equilibrium geometry.

Each line ends with the Mulliken charge.
Geometry (Å):
C -4.6288 -1.3289 2.3329  -0.572
S -5.4336 -1.7548 0.7001  1.296
O -6.6669 -0.8966 0.5784  -0.613
O -5.7472 -3.2461 0.7832  -0.681
C -4.1753 -1.4577 -0.6138  0.009
C -3.4315 -2.6590 -1.2454  -0.467
C -2.3535 -2.4635 -2.3627  -0.694
C -1.9854 -1.0119 -2.8281  -0.296
C -2.7066 0.2175 -2.2178  0.249
C -3.8132 -0.0320 -1.1268  0.050
S -4.6456 1.5175 -0.4975  -0.162
C -3.2066 2.7118 -0.4583  0.315
C -3.0786 3.7599 0.6679  -0.483
C -1.8234 4.6999 0.6338  -0.673
C -0.7902 4.5490 -0.5130  -0.734
C -0.9237 3.4693 -1.6529  0.923
C 0.2576 3.4323 -2.7255  -1.109
C -0.0327 4.2163 -4.1011  0.232
O 1.0965 5.1147 -4.3228  -0.582
C -1.3353 5.1375 -4.0977  0.671
F -1.3277 6.1615 -3.1126  -0.227
F -1.3375 5.8367 -5.3584  -0.282
F -2.5580 4.3929 -4.1026  -0.230
C -2.1690 2.5454 -1.6327  0.120
N -2.3224 1.5529 -2.7151  -0.207
H -3.8756 -0.4950 2.1224  0.105
H -5.4035 -0.9499 3.0889  0.254
H -4.0515 -2.2112 2.7870  0.345
H -3.6453 -3.7353 -0.9129  0.362
H -1.8107 -3.3335 -2.8672  0.379
H -1.1910 -0.8057 -3.6366  0.165
H -3.8683 3.8055 1.4848  0.380
H -1.7045 5.4621 1.4754  0.321
H 0.1148 5.2625 -0.4725  0.297
H 1.2226 3.8108 -2.2147  0.546
H 0.4697 2.3210 -2.9693  0.038
H -0.0268 3.4673 -4.9825  0.266
H 1.9313 4.6016 -4.1952  0.344
H -1.4526 1.4708 -3.2665  0.305
C 3.4035 -2.9676 -3.2069  -0.383
O 3.9286 -1.9765 -2.3331  -0.396
C 3.3538 -0.6926 -2.5619  -0.652
C 2.3078 -0.3581 -1.5040  -0.218
O 1.1644 -1.2022 -1.6213  -0.043
C 1.1519 -2.2333 -0.6427  -0.716
H 3.7376 -3.9445 -2.8549  0.229
H 2.3101 -2.9579 -3.2201  0.263
H 3.7881 -2.8107 -4.2187  0.098
H 2.9267 -0.6294 -3.5693  0.340
H 4.1675 0.0365 -2.4946  0.415
H 1.9625 0.6694 -1.6634  0.085
H 2.7359 -0.4167 -0.4974  0.275
H 0.9193 -1.8098 0.3395  0.159
H 2.1064 -2.7634 -0.6001  0.364
H 0.3694 -2.9464 -0.9090  0.206
C -5.5620 -0.5724 6.8693  -0.836
O -4.5739 0.0869 6.0885  -0.254
C -5.1031 1.1933 5.3612  -0.247
C -4.7442 2.5173 6.0266  -0.682
O -5.4091 2.6638 7.2794  -0.393
C -4.5486 2.4077 8.3807  -0.693
H -5.0572 -1.2741 7.5354  0.227
H -6.1354 0.1326 7.4765  0.364
H -6.2375 -1.1341 6.2165  0.299
H -6.1876 1.0981 5.2380  0.472
H -4.6469 1.1648 4.3663  0.172
H -5.0873 3.3366 5.3865  0.343
H -3.6593 2.6146 6.1453  0.342
H -3.8383 3.2324 8.4964  0.329
H -4.0061 1.4666 8.2614  0.285
H -5.1598 2.3446 9.2831  0.251
C -0.7101 -0.2402 5.1014  -0.477
O -0.4344 -0.4692 3.7248  -0.376
C -0.4902 0.7299 2.9524  -0.297
C 0.9071 1.2481 2.6315  -0.291
O 1.5735 1.7034 3.8077  -0.437
C 2.5319 0.7677 4.2816  -0.705
H -0.4650 -1.1486 5.6543  0.288
H -0.1135 0.5828 5.5037  0.342
H -1.7752 -0.0260 5.2362  0.028
H -1.0846 1.4961 3.4626  0.278
H -0.9962 0.4803 2.0141  0.301
H 0.8169 2.1105 1.9627  0.279
H 1.4998 0.4835 2.1168  0.225
H 3.4016 0.7582 3.6168  0.309
H 2.1132 -0.2388 4.3569  0.310
H 2.8556 1.0849 5.2748  0.261
C 8.9290 -3.1848 -4.4546  -0.618
O 8.8747 -4.3122 -5.3179  -0.377
C 8.0525 -5.3549 -4.7968  -0.528
C 6.6942 -5.3860 -5.4884  -0.545
O 5.9221 -4.2308 -5.1647  -0.225
C 5.9180 -3.2739 -6.2148  -0.820
H 9.4080 -2.3659 -4.9938  0.245
H 7.9311 -2.8619 -4.1463  0.213
H 9.5309 -3.4218 -3.5717  0.325
H 7.9375 -5.2567 -3.7118  0.313
H 8.5703 -6.2980 -4.9967  0.386
H 6.1350 -6.2545 -5.1256  0.359
H 6.8088 -5.4889 -6.5730  0.368
H 5.2998 -3.6343 -7.0431  0.299
H 6.9280 -3.0606 -6.5731  0.411
H 5.4826 -2.3487 -5.8314  0.195

As for the LUMO energy: -0.5 eV. As for the calculated total energy: -3229.5612 Eh. As for the SMILES: CS(=O)(=O)c1cccc2c1Sc1cccc(C[C@H](O)C(F)(F)F)c1N2.COCCOC.COCCOC.COCCOC.COCCOC.

ORCA calculation (ωB97M-V/def2-TZVPD) on C8H12N2O2S4 in the gas phase in a non-equilibrium geometry.

Each line ends with the Mulliken charge.
Geometry (Å):
O -1.0529 0.5545 2.8393  -0.524
C 0.3213 0.4653 2.8526  -0.051
C 0.9806 -0.9146 2.9955  -0.602
N 1.7854 -0.5502 1.8055  0.025
C 2.4565 -1.4481 1.0169  0.172
S 3.2146 -2.7997 1.6506  -0.251
S 2.2441 -1.3964 -0.7596  -0.095
S 0.4305 -2.3941 -0.7528  -0.061
C -0.7949 -1.1160 -0.4498  0.266
S -2.0387 -1.3870 0.6748  -0.346
N -0.8653 -0.0104 -1.2783  0.303
C -0.1253 0.1203 -2.5928  -0.920
C -1.3545 0.9643 -3.0730  0.384
O -0.8834 2.2231 -3.5470  -0.588
C -1.9383 0.9530 -1.6185  -0.820
C 1.0196 0.7698 1.6159  -0.120
H -1.4314 -0.0816 2.2080  0.142
H 0.7711 1.1882 3.4999  0.411
H 0.2139 -1.6253 2.8244  0.339
H 1.4430 -1.0423 3.9546  0.313
H 0.8399 0.6748 -2.5106  0.259
H 0.0137 -0.7959 -3.1002  0.433
H -2.0543 0.5001 -3.8466  0.306
H -0.4998 2.3777 -4.4129  0.318
H -1.8656 1.7584 -0.8870  0.296
H -2.9517 0.5975 -1.3458  0.312
H 0.4112 0.7815 0.6699  -0.184
H 1.7106 1.6331 1.5669  0.283

The value obtained for the energy relative to the best compared isomer or geometry (same formula, charge and spin) is 0.0 kJ/mol. As for the LUMO energy: -1.0 eV. As for the calculated total energy: -2164.6511 Eh. As for the SMILES: OC1CN(C(=S)SSC(=S)N2CC(O)C2)C1.

ORCA calculation (ωB97M-V/def2-TZVPD) on 2 unconnected molecules or ions with the total composition C2H6FP in a non-equilibrium geometry.

Each line ends with the Mulliken charge.
Geometry (Å):
C 1.4322 -1.1514 -0.6523  -0.613
P 2.5033 -0.3539 0.4578  0.241
F 3.3629 0.6243 -0.4193  -0.233
H 1.5621 -1.0047 -1.8634  0.224
H 0.7735 -1.7171 -0.0883  0.378
C -1.8599 0.6747 0.4403  -1.070
H -2.9169 0.6215 0.6196  0.346
H -1.6602 1.0510 1.4333  0.299
H -1.7585 1.4321 -0.3788  0.221
H -1.4387 -0.1766 0.4510  0.209

The value obtained for the energy relative to the best compared isomer or geometry (same formula, charge and spin) is 186.3 kJ/mol. As for the LUMO energy: 0.2 eV. As for the calculated total energy: -520.9508 Eh. As for the SMILES: C=PF.C.

ORCA calculation (ωB97M-V/def2-TZVPD) on 2 unconnected molecules or ions with the total composition C3H6N3P in a non-equilibrium geometry.

Each line ends with the Mulliken charge.
Geometry (Å):
C 0.0320 1.8297 0.8688  -0.099
C 1.6288 -2.2780 -0.0588  -0.180
C -1.1111 -0.1657 -0.4934  -0.141
N -0.6370 2.6823 0.2418  -0.490
N 2.6803 -1.8770 0.2501  -0.130
N -1.3627 -1.3790 -1.0134  -0.365
P 0.0143 0.0932 0.7207  -0.210
H 0.8476 2.1171 1.6266  0.298
H -0.9789 -2.0822 -0.3796  0.203
H -1.7377 0.5948 -0.9871  0.390
H -0.6944 3.6437 0.2568  0.185
H 3.4975 -1.3809 0.4979  0.293
H -2.1788 -1.7980 -1.5305  0.246

The value obtained for the energy relative to the best compared isomer or geometry (same formula, charge and spin) is 174.1 kJ/mol. As for the LUMO energy (alpha / beta): 1.1 / -1.6 eV. As for the calculated total energy: -623.3159 Eh. Its spin multiplicity is 3.

ORCA calculation (ωB97M-V/def2-TZVPD) on 2 unconnected molecules or ions with the total composition C3H8O2 in a non-equilibrium geometry.

Each line ends with the Mulliken charge.
Geometry (Å):
C 1.4630 -0.4046 0.6906  -1.188
C 1.3096 -0.0379 -0.7306  -0.165
C -0.0132 -0.5072 -1.2648  0.016
O -1.0667 -0.7379 -0.6724  -0.523
H 0.9206 -1.1301 1.1840  0.407
H 1.3166 0.4699 1.3560  0.279
H 2.5332 -0.7642 0.9156  0.306
H 1.2525 1.0201 -1.0491  0.297
H 2.0012 -0.6949 -1.2687  0.281
H 0.0925 -0.7171 -2.3851  0.293
O -1.5146 1.3491 1.5148  -0.540
H -1.6382 0.9657 0.7190  0.251
H -2.3857 1.6586 1.6175  0.286

The value obtained for the energy relative to the best compared isomer or geometry (same formula, charge and spin) is 162.7 kJ/mol. As for the LUMO energy: 0.9 eV. As for the calculated total energy: -269.5329 Eh. As for the SMILES: CCC=O.O.